one | An isolated molecule of C4H4ClN3, computed with ωB97M-V/def2-TZVPD.

Its HOMO-LUMO gap is 0.3186 Eh. The spin multiplicity is 1. Its SMILES is Cl/C=C1\C=NNC=N1. The HOMO energy is -8.0 eV.

Each line ends with the Löwdin charge.
Element x y z (Å)
C -1.33596 0.82116 -0.00411  -0.524
C -0.06562 0.39508 -0.00250  -0.368
C 0.33061 -1.01872 0.00468  -0.104
C 2.16644 0.88665 -0.00129  -0.184
H -1.56192 1.90445 0.02831  0.081
H -0.42957 -1.80446 0.00158  0.098
H 3.43874 -0.75216 0.00923  0.130
H 2.99862 1.59830 -0.00299  0.127
N 1.54514 -1.42110 -0.00155  0.062
N 2.49421 -0.43085 -0.00041  -0.005
N 0.96884 1.36134 0.00044  0.095
Cl -2.71035 -0.23629 -0.00036  0.591



two | An isolated molecule of C4H4ClN3, computed with ωB97M-V/def2-TZVPD.

Its HOMO-LUMO gap is 0.3483 Eh. The spin multiplicity is 1. Its SMILES is [H]/N=C1\N=CN=C1CCl. The HOMO energy is -10.8 eV.

Each line ends with the Löwdin charge.
Element x y z (Å)
C 1.64324 -0.31445 0.64524  -0.510
C 0.24856 -0.38840 0.15180  -0.332
C -1.68018 -1.00811 -0.53181  -0.149
C -0.61458 0.79800 -0.17780  -0.400
H 1.90896 -1.25397 1.09908  0.073
H 1.79037 0.51372 1.33807  0.077
H -2.42924 -1.73870 -0.80587  0.113
H -1.07319 2.60893 -0.30092  0.088
N -0.41112 -1.47341 -0.04976  0.144
N -1.85577 0.26518 -0.63146  0.113
N -0.28192 1.99797 -0.01138  0.216
Cl 2.75487 -0.00676 -0.72519  0.568



three | A structure of composition C4H4ClN3, computed with ωB97M-V/def2-TZVPD.

Its HOMO-LUMO gap is 0.2804 Eh. The spin multiplicity is 1. The HOMO energy is -9.3 eV.

Each line ends with the Löwdin charge.
Element x y z (Å)
C 2.01796 -0.47961 -0.11758  -0.112
C 0.97940 -1.45670 -0.07833  -0.035
C 0.18967 0.54295 0.04672  -0.333
C -0.75374 1.52552 -0.03319  0.004
N 1.56189 0.76795 -0.04334  0.135
N -1.56521 2.36461 0.18076  0.275
N -0.17987 -0.81571 0.01731  0.049
Cl -2.92617 -1.00593 0.65010  -0.142
H 3.04472 -0.67639 -0.18381  0.091
H 1.08153 -2.49176 -0.25819  0.113
H -2.12561 2.73653 -0.57395  0.123
H -1.32455 -1.01146 0.39351  -0.168



Which structure is most stable? two, by 0.525 eV over the runner-up.



one | The ion C3H8FN2 with charge +1, computed with ωB97M-V/def2-TZVPD.

Its HOMO-LUMO gap (alpha / beta) is 0.3133 / 0.3225 Eh. The spin multiplicity is 1. As for the total charge: +1. The HOMO energy (alpha / beta) is -12.9 / -12.8 eV.

Each line ends with the Löwdin charge.
Element x y z (Å)
C 1.38766 0.11921 -0.70077  -0.068
C 0.58971 1.19743 -1.47564  -0.059
C -0.52266 0.41520 0.59336  -0.172
N -1.57676 -0.01920 1.41101  0.096
N 0.34738 -0.63408 0.14248  0.046
F 0.98815 2.44574 -1.20790  0.056
H 2.12049 -0.51518 -1.28122  0.159
H 2.01828 0.67596 -0.11150  0.094
H -0.04603 1.00469 -2.28151  0.102
H 0.10713 1.22873 1.09749  0.165
H -2.28884 -0.60720 1.08845  0.076
H -2.14545 0.73092 1.88323  0.144
H 0.00838 -1.40213 -0.43599  0.188
H 0.63541 -1.18305 0.93476  0.173



two | A cluster of 2 separate species, C3H8FN2 in total, computed with ωB97M-V/def2-TZVPD.

Its HOMO-LUMO gap is 0.3053 Eh. The spin multiplicity is 1. As for the total charge: +1. The HOMO energy is -13.8 eV.

Each line ends with the Löwdin charge.
Element x y z (Å)
C -1.69381 0.49451 -0.08430  -0.350
C 2.27125 -0.69505 -0.40468  -0.015
C 1.72032 0.29111 0.45331  -0.060
N -2.99952 0.26128 -0.15865  0.132
N -0.74724 -0.15653 0.43377  0.091
F 1.56328 1.56930 0.17519  0.143
H -1.33082 1.06367 -0.86787  0.108
H 1.98119 -0.72356 -1.52900  0.165
H 3.19769 -0.13279 -0.62865  0.131
H 2.43251 -1.73570 0.11673  0.162
H 1.44650 0.07353 1.52361  0.160
H -3.57519 0.89936 -0.70015  0.121
H -3.36770 -0.23960 0.68614  0.146
H -0.89844 -0.96953 0.98454  0.064



Which structure is most stable? two, by 1.317 eV over the runner-up.



one | A cluster of 3 separate species, C5H16O2 in total, computed with ωB97M-V/def2-TZVPD.

Its HOMO-LUMO gap is 0.4222 Eh. The spin multiplicity is 1. Its SMILES is CCC(C)C.O.O. The HOMO energy is -11.0 eV.

Each line ends with the Löwdin charge.
Element x y z (Å)
C 3.28933 1.05590 0.36500  -0.121
C 2.01850 0.78700 -0.46396  -0.256
C 0.66537 1.28256 0.10563  -0.430
C -0.45970 0.60340 -0.68239  -0.087
C 0.54676 0.94707 1.60029  -0.077
H 3.50471 0.24009 1.06931  0.071
H 3.12463 1.94141 1.00168  0.074
H 4.12967 1.15101 -0.29871  0.058
H 2.03139 -0.26208 -0.79968  0.108
H 2.21698 1.34481 -1.39766  0.105
H 0.72761 2.36317 -0.06586  0.133
H -1.40266 0.86903 -0.22661  0.067
H -0.39167 0.84178 -1.72910  0.072
H -0.30914 -0.47533 -0.57766  0.072
H 1.48134 1.16043 2.11778  0.055
H -0.20185 1.55009 2.13449  0.084
H 0.33471 -0.11347 1.70178  0.077
H -3.91445 -3.98137 -2.85003  0.035
H -3.74144 -3.20042 -1.55074  0.020
O -4.24698 -3.91687 -1.94930  -0.059
H -2.36620 -1.51360 0.71310  0.038
H -3.85311 -1.68274 0.92884  0.032
O -3.18382 -0.99185 0.85380  -0.071



two | A cluster of 3 separate species, C5H16O2 in total, computed with ωB97M-V/def2-TZVPD.

Its HOMO-LUMO gap is 0.4102 Eh. The spin multiplicity is 1. Its SMILES is CCCCC.O.O. The HOMO energy is -10.4 eV.

Each line ends with the Löwdin charge.
Element x y z (Å)
C -1.17592 -0.79426 -0.08632  -0.286
C -0.82347 -0.37230 1.34080  -0.222
C -1.39662 1.07666 1.58303  -0.268
C -0.27613 2.17842 1.41488  -0.106
C -0.21938 -1.87920 -0.62805  -0.103
H -2.25667 -1.01608 -0.06541  0.111
H -1.14025 0.04950 -0.77671  0.093
H 0.19654 -0.19727 1.63945  0.078
H -1.28196 -1.11651 2.01427  0.111
H -1.64930 1.19894 2.65503  0.093
H -2.33135 1.33408 1.02853  0.103
H -0.65394 3.17293 1.59690  0.058
H 0.51915 1.60534 1.91189  0.055
H 0.00580 2.23265 0.33414  0.070
H -0.32617 -2.58008 0.20463  0.069
H -0.49318 -2.38316 -1.55235  0.057
H 0.75719 -1.43352 -0.91085  0.076
H 3.91061 0.84196 1.28932  0.028
H 3.10120 0.09102 0.27743  0.038
O 3.08768 0.36264 1.20715  -0.058
H 0.45640 -0.09081 -4.86218  0.029
H 1.09792 -1.44291 -5.16885  0.034
O 0.89185 -0.83803 -4.44674  -0.061



Which structure is most stable? one, by 0.875 eV over the runner-up.